[1]
# C2H8N4

A cluster of 3 separate species, C2H8N4 in total in a non-equilibrium geometry (ωB97M-V with the def2-TZVPD basis set, the Open Molecules 2025 dataset).

gap between HOMO and LUMO (spin up / spin down)	8.85 / 8.05	eV
F_max	3.9	eV/A
charge	0
relative energy (zero: lowest compared OMol25 entry of this formula, charge and spin)	133.9	kcal/mol
E_LUMO (spin up / spin down)	0.6 / 0.3	eV
M	88.1	g/mol
E_HOMO (spin up / spin down)	-8.247 / -7.781	eV

Positions of all 14 atoms, in Å:
N -0.3190 -0.7392 0.3768
N 1.4499 0.0202 0.7369
N -0.1555 0.4600 -1.7232
N -2.0084 -1.4819 -0.8622
C 1.2622 1.3874 1.1809
C -0.3429 -0.3505 -0.8365
H 2.2419 1.8183 1.4293
H -0.7852 0.4795 -2.5157
H 1.9410 0.0443 -0.1596
H -1.9461 -2.4164 -0.4606
H 0.6723 1.3896 2.0993
H -0.0131 -1.6510 0.6786
H -2.7806 -1.0129 -0.3930
H 0.7835 2.0526 0.4491

***

[2]
# C18H18ClNO4

An isolated molecule of C18H18ClNO4 (ωB97M-V with the def2-TZVPD basis set, the Open Molecules 2025 dataset).

gap between HOMO and LUMO	9.38	eV
F_max	0.6	eV/A
SMILES	CCCOC(=O)[C@@H]1[C@@H]2C=C[C@@]3(CN(c4cccc(Cl)c4)C(=O)[C@@H]13)O2
charge	0
relative energy (zero: lowest compared OMol25 entry of this formula, charge and spin)	17.2	kcal/mol
E_LUMO	0.7	eV
M	347.8	g/mol
E_HOMO	-8.678	eV

Positions of all 42 atoms, in Å:
Cl 2.1505 -5.3446 -2.9498
O -1.7753 -0.1077 -0.8820
O -0.0198 3.9113 0.2615
O -1.3326 3.7433 2.0679
O 0.9328 0.0232 1.8973
N 0.2965 -1.1197 -0.7893
C -2.4145 5.5343 3.2422
C -1.4956 5.1657 2.0870
C -3.8348 5.0312 3.0166
C -0.4737 -4.8464 -2.5690
C 1.6336 -0.8207 -0.2884
C 2.3954 1.4741 0.9090
C -1.5171 -4.0492 -2.1303
C -0.4565 1.7447 1.2271
C 0.8192 -4.3803 -2.4099
C 1.4059 0.3785 0.5995
C 1.8851 2.0909 1.9680
C -0.5704 3.2466 1.1004
C 0.0237 -2.3577 -1.3842
C 0.6166 1.3337 2.3085
C -1.2824 -2.8215 -1.5418
C 0.1530 1.0732 -0.0015
C -0.6012 -0.1007 -0.6037
C 1.0808 -3.1524 -1.8282
H 0.3879 1.8057 -0.7774
H -4.4642 5.2792 3.8673
H -0.6566 -5.8058 -3.0251
H -4.2632 5.4850 2.1259
H -2.4129 6.6204 3.3456
H -2.5331 -4.3943 -2.2450
H 2.3205 -0.5728 -1.1049
H -2.1077 -2.2160 -1.2101
H -3.8331 3.9522 2.8883
H 2.2294 2.9641 2.4842
H -2.0118 5.1016 4.1593
H 2.0202 -1.6653 0.2859
H -1.9160 5.4838 1.1269
H 0.2668 1.3665 3.3355
H -0.5086 5.6289 2.1970
H -1.4235 1.3191 1.4979
H 3.2557 1.7117 0.3173
H 2.1041 -2.8289 -1.7387

***

- What is the M in the first record?
  88.1 g/mol